# C3H9N2OS2

A gas-phase ion, C3H9N2OS2 (charge +1) at a distorted geometry (the ωB97M-V functional and the def2-TZVPD basis, the OMol25 dataset).

Geometry (Å):
N 0.491 1.295 -2.249
C -0.265 1.238 -1.176
O -0.832 2.195 -0.672
C -0.437 -0.147 -0.437
N -1.310 0.156 0.723
C 0.926 -0.614 0.159
S 0.810 -2.303 0.866
S 0.231 -1.970 2.787
H 0.881 0.540 -2.789
H 0.653 2.171 -2.735
H -0.859 -0.922 -1.080
H -2.022 -0.546 0.951
H -0.747 0.427 1.531
H -1.894 0.999 0.454
H 1.224 0.126 0.917
H 1.742 -0.676 -0.579
H 1.408 -1.968 3.328

## Properties
frontier orbital gap	10.21	eV
HOMO	-0.491	Eh
net charge	+1
ΔE to the lowest compared entry with this formula, charge and spin	6.0	kcal per mole